# 1
Below is 15 unconnected molecules or ions with the total composition C5H41N2O14, with properties calculated with the ωB97M-V functional and the def2-TZVPD basis.

Cartesian coordinates (Å):
O 3.9322 -0.3979 2.6700
O 2.9387 -2.3929 0.9439
O 3.5934 0.2458 0.2264
O -1.6482 0.5732 -3.7443
O -2.2154 3.1454 -3.5649
O 1.0957 -1.5593 -2.3456
O 1.3678 -2.8319 3.0655
O 0.3439 4.8968 -1.3504
O 1.0919 0.6429 -3.7326
O -1.7968 -0.4896 3.3492
O -2.6024 -1.3458 -1.4093
O 1.7506 2.0661 -1.3729
O -3.6630 -2.4869 0.8221
O -0.9550 -3.3375 -2.1415
N -0.6971 2.0604 2.4124
N -0.9715 -2.4722 1.6722
C -1.5233 1.5586 0.2381
C 0.6421 2.4363 2.9608
C -0.7140 -1.2739 0.7377
C -0.0803 -0.1894 1.4563
C -0.8080 1.1969 1.3403
H 3.5474 -1.7049 1.2822
H 1.5430 -3.5841 3.6754
H 2.8705 0.7718 -0.0510
H 3.0124 -0.7327 2.7715
H -1.7702 1.4827 -4.0787
H 2.3263 2.2563 -2.1374
H -1.9380 0.7446 -0.3047
H -1.7024 -2.1724 2.3663
H -2.7129 -0.3058 3.1356
H -1.3428 2.7633 2.3006
H -3.3329 -1.9818 0.0637
H 4.3913 0.7371 -0.0265
H -0.0413 -2.7401 2.1741
H -2.7925 -0.5476 -1.8651
H -2.0005 -1.8977 -1.9036
H 1.0244 1.5957 3.5074
H 0.4938 3.2349 3.6221
H 0.2349 -0.5706 2.4179
H 0.2420 4.1222 -0.7773
H -0.1540 -1.6816 -0.1081
H 0.9773 0.1366 1.1585
H 0.1583 0.7616 -3.5718
H 2.7537 -2.2503 0.0587
H 1.2254 -0.8548 -1.6930
H 1.3943 0.9261 -4.6135
H -1.8410 2.5836 -0.0089
H -4.4954 -2.8163 0.4921
H -1.3324 -3.2381 1.1560
H -1.4002 0.2510 3.7940
H 1.2345 4.9259 -1.7079
H 2.1049 -2.6725 2.5244
H -0.9602 -4.1140 -2.6769
H 1.0714 1.4522 -1.8550
H -1.7079 0.1335 -4.6055
H -0.1818 -2.7815 -2.3499
H 1.2773 2.8266 2.1678
H -3.0705 3.2623 -3.1032
H 1.4339 -0.9913 -3.1227
H -1.7477 -0.9014 0.5583
H 3.6641 0.2177 1.9097
H -1.5377 3.3089 -2.8092

Output
HOMO level   -0.416 hartree
Energy relative to the best compared isomer or geometry (same formula, charge and spin)   427.4 kJ/mol
2S+1   1
Total charge   +1
Orbital gap   8.73 eV

***

# 2
Below is C3H2FNOS in the gas phase, with properties calculated with the ωB97M-V functional and the def2-TZVPD basis.

Cartesian coordinates (Å):
S -1.2931 -0.6865 0.0299
F -1.1865 1.3129 -2.0878
O -2.3481 -0.2240 0.9356
N 0.8397 0.7655 -0.8710
C -0.4362 0.6332 -0.9751
C 1.2542 0.1366 0.2475
C 0.3808 -0.7410 0.7500
H 2.2781 0.1426 0.4260
H 0.5111 -1.3393 1.5449

Output
HOMO level   -0.377 hartree
Energy relative to the best compared isomer or geometry (same formula, charge and spin)   255.2 kJ/mol
2S+1   1
Orbital gap   8.98 eV

***

# 3
Below is 6 unconnected molecules or ions with the total composition C30H79N6O10, with properties calculated with the ωB97M-V functional and the def2-TZVPD basis.

Cartesian coordinates (Å):
O 45.7920 12.7950 6.0240
O 47.1900 16.4250 8.9660
O 40.9150 12.5110 6.5880
O 40.5840 16.3610 6.4060
O 43.4560 14.6330 3.3290
O 49.5520 15.5310 -0.3970
O 40.7310 19.8600 13.2340
O 43.9150 14.2850 9.7270
O 45.0840 19.7210 3.7660
O 36.7810 16.6490 0.7700
N 46.7390 14.3500 1.8570
N 43.4790 11.3190 6.2970
N 39.9240 16.4630 2.6630
N 43.2960 14.3810 6.3590
N 41.6230 16.5690 11.6820
N 44.5590 17.4900 6.6060
C 45.5130 15.0370 2.2060
C 40.3260 16.8820 3.9960
C 40.1990 12.8360 7.7610
C 40.9720 18.4600 13.1660
C 45.2480 19.3520 5.0960
C 44.6720 14.1290 2.9510
C 48.7800 14.5660 0.4140
C 50.7860 14.9130 -0.9560
C 39.7980 16.0710 5.1610
C 44.5210 17.9610 5.3460
C 42.2170 10.9500 5.6740
C 36.4650 16.3930 -0.5030
C 45.9110 11.3980 6.0320
C 42.8810 14.7470 10.7340
C 47.0100 13.5510 6.3940
C 41.1010 11.0260 6.5020
C 40.1400 17.5260 7.0440
C 42.4540 14.0130 2.5500
C 47.6520 15.2870 1.0420
C 45.8650 17.3440 7.2510
C 47.2510 15.4640 10.0800
C 38.4930 16.8430 2.4200
C 44.1540 12.9370 9.8580
C 42.6130 16.2250 10.6360
C 41.7780 18.1020 11.9630
C 38.0730 16.1490 1.1350
C 44.6140 10.8840 5.4720
C 39.8470 20.1710 14.2720
C 45.8190 20.9110 3.4990
C 45.8530 16.5400 8.5040
H 39.5000 21.2920 14.0620
H 47.0860 15.9050 0.2060
H 44.8650 20.2030 5.7480
H 45.2700 14.1280 3.9990
H 46.2420 18.2250 7.4640
H 45.1760 17.2390 4.8170
H 43.1320 12.3450 9.6090
H 40.3590 20.1390 15.2430
H 41.9110 14.1280 10.4870
H 40.0150 18.5540 6.5280
H 42.7410 13.9110 5.5890
H 39.1840 17.4980 7.7450
H 42.0710 11.5320 4.8490
H 38.2780 17.9340 2.3040
H 51.2700 14.5350 -0.0590
H 37.1680 16.6670 -1.3880
H 39.9170 18.0900 12.8880
H 51.2090 15.8060 -1.5320
H 41.1260 12.7610 8.3970
H 44.3580 18.2310 7.2080
H 41.2590 18.0360 14.2370
H 44.5060 11.3530 4.4400
H 35.5360 16.8000 -0.7770
H 43.2360 14.4130 11.7030
H 38.8450 16.3160 5.3160
H 46.6940 15.8400 10.9710
H 46.6560 11.0460 5.1870
H 36.3500 15.2830 -0.8160
H 42.4440 16.3130 9.5570
H 45.4070 15.5630 8.3890
H 37.8390 16.4000 3.0800
H 40.3720 17.0400 2.1560
H 48.2950 15.4830 10.2450
H 42.5890 14.0920 1.5080
H 44.7890 9.6400 5.2580
H 47.7980 16.0460 1.9000
H 46.1750 10.9390 6.9250
H 41.9780 16.4060 12.5960
H 44.7610 12.6270 9.1460
H 42.2940 9.7020 5.2860
H 39.9610 15.0360 4.9460
H 46.9440 20.7690 3.5090
H 39.8120 13.8000 7.6640
H 47.3620 13.5420 7.4010
H 44.7020 13.1170 2.5460
H 39.3760 12.1640 7.8810
H 46.7160 16.8830 6.6770
H 40.1530 17.9470 4.2990
H 44.5780 12.5400 10.8740
H 42.3690 12.8820 2.7160
H 46.8350 14.6430 6.2450
H 46.2220 19.3730 5.4290
H 43.4180 10.8360 7.1750
H 48.4610 13.9760 -0.4150
H 46.3010 13.6720 1.2370
H 43.5250 13.7440 7.2530
H 45.4840 21.0930 2.4310
H 43.5040 16.7250 11.0600
H 40.9630 18.2150 7.5430
H 43.4640 17.7200 4.9170
H 40.3010 10.6150 5.8120
H 41.3130 10.5600 7.4560
H 45.4600 21.5280 4.1060
H 47.7440 13.3080 5.6840
H 46.8510 14.4660 9.9420
H 41.2460 16.7680 3.8480
H 42.7940 18.4390 12.0620
H 42.5240 14.8860 6.6050
H 41.1690 18.5950 10.9830
H 50.6850 13.9440 -1.4620
H 39.0260 19.5590 14.3660
H 45.4120 16.0730 2.4240
H 38.0830 15.2030 1.3900
H 44.0780 14.8750 6.0660
H 49.2950 13.9040 1.0820
H 41.4130 14.4090 2.8130
H 44.8070 15.2460 1.3190
H 45.3010 17.0550 9.4480
H 38.8370 16.2810 0.4260

Output
HOMO level   -0.411 hartree
Energy relative to the best compared isomer or geometry (same formula, charge and spin)   0.0 kJ/mol
2S+1   1
Total charge   +1
Orbital gap   9.67 eV

***

# 4
Below is 8 unconnected molecules or ions with the total composition C45H43N7O17S, with properties calculated with the ωB97M-V functional and the def2-TZVPD basis.

Cartesian coordinates (Å):
S 18.4232 26.8190 24.1241
O 22.8451 29.9846 12.9387
O 14.1353 25.3343 17.6971
O 12.1922 16.2285 23.9256
O 27.9908 14.5418 18.4308
O 18.2682 26.7285 25.5870
O 29.3406 16.1667 18.5670
O 11.4396 15.1285 22.2728
O 18.0333 12.2740 11.0902
O 17.8079 9.9746 22.1647
O 19.8497 27.6633 23.7915
O 15.8576 12.7184 11.0894
O 18.3844 25.6522 23.2287
O 21.3360 21.2867 17.9313
O 18.0790 11.9848 21.2157
O 21.7964 29.0042 14.5513
O 16.1363 26.0867 17.1388
O 21.4082 19.7383 19.4545
N 15.1028 25.4161 16.9028
N 21.2540 20.1344 18.2957
N 22.4202 29.0121 13.4890
N 29.1016 15.0071 18.3515
N 17.8816 11.2540 22.1803
N 12.1379 16.0110 22.6916
N 17.0157 12.9685 10.7202
C 20.7548 19.1338 17.3302
C 20.2049 27.8135 22.3669
C 14.1300 23.4852 15.4254
C 14.6465 18.2378 20.0833
C 18.6810 15.2891 8.2999
C 14.2592 18.7613 21.2768
C 32.2438 12.6760 16.9343
C 20.9413 29.1338 22.3645
C 22.6748 26.4757 13.4018
C 17.7880 16.3689 8.2729
C 31.5581 14.6702 18.0161
C 17.6621 12.9854 26.0041
C 17.1928 28.1149 23.3886
C 17.8496 11.8125 23.5006
C 16.0236 23.9364 13.3630
C 22.7495 27.8344 11.3673
C 13.6386 16.1382 20.6790
C 23.0424 25.3323 11.3097
C 19.9755 19.4689 16.2079
C 19.3803 18.4572 15.3547
C 31.0104 11.9952 17.1850
C 22.8712 25.2551 12.6787
C 29.9501 12.7500 17.7446
C 17.8692 13.1975 23.6404
C 17.6398 11.6335 25.9082
C 13.4464 18.0020 22.1420
C 19.8107 17.1309 15.5185
C 21.1364 17.8283 17.3931
C 15.0885 23.0068 13.2349
C 16.0592 24.6570 14.5931
C 14.3661 16.8835 19.7596
C 16.7553 16.4807 9.1635
C 23.0498 26.6261 10.7022
C 17.2499 14.1582 9.8693
C 15.0747 24.5735 15.6007
C 18.3009 14.1085 8.9533
C 32.5704 13.9660 17.3821
C 17.6367 11.0757 24.6703
C 22.5700 27.7202 12.7447
C 14.1696 22.6970 14.2393
C 20.6188 16.8355 16.5382
C 13.0497 16.7114 21.8356
C 17.8048 13.7641 24.8858
C 16.5012 15.3338 9.9949
C 30.2293 14.0999 18.1261
H 13.5400 15.0763 20.5084
H 23.3652 24.5165 10.6800
H 22.4311 26.4334 14.4531
H 23.4689 26.7253 9.7118
H 32.9606 11.9959 16.4984
H 21.7573 17.4256 18.1798
H 28.9616 12.3201 17.8114
H 14.9569 22.5185 12.2807
H 23.0887 24.3005 13.1346
H 31.6834 15.7303 18.1798
H 20.7576 15.8165 16.8679
H 13.1214 18.2419 23.1436
H 33.5747 14.3504 17.2813
H 16.0549 17.2976 9.0709
H 18.0028 13.7530 22.7239
H 30.7990 10.9614 16.9546
H 13.4805 23.2404 16.2529
H 21.5291 29.1903 21.4484
H 16.4279 28.4320 24.0975
H 16.5795 24.1650 12.4657
H 18.1117 17.1771 7.6339
H 17.8613 28.9416 23.1481
H 20.3799 30.0563 22.5126
H 15.3154 18.7461 19.4046
H 22.8184 28.8067 10.9023
H 15.6609 15.1335 10.6430
H 16.7059 27.7592 22.4806
H 17.6531 13.4515 26.9784
H 19.5123 15.2748 7.6107
H 17.6375 10.0053 24.5264
H 18.8451 18.8154 14.4877
H 13.4608 21.8841 14.1823
H 17.4432 11.0432 26.7909
H 19.2210 27.8962 21.9053
H 19.4438 16.3240 14.9016
H 16.8070 25.4285 14.7029
H 20.7989 26.9670 22.0223
H 14.6836 16.4463 18.8245
H 21.7096 29.0690 23.1350
H 14.5478 19.7647 21.5529
H 17.9643 14.8301 24.9533
H 19.7556 20.5217 16.1104
H 18.9799 13.2688 8.9646

Output
Structure (SMILES)   O=[N+]([O-])c1ccccc1.O=[N+]([O-])c1ccccc1.O=[N+]([O-])c1ccccc1.O=[N+]([O-])c1ccccc1.O=[N+]([O-])c1ccccc1.O=[N+]([O-])c1ccccc1.O=[N+]([O-])c1ccccc1.CCOS(C)(=O)=O
HOMO level   -0.366 hartree
2S+1   1
Orbital gap   9.04 eV

***

# 5
Below is C13H22N2O4 in the gas phase, with properties calculated with the ωB97M-V functional and the def2-TZVPD basis.

Cartesian coordinates (Å):
O -1.0236 -1.3672 -1.4774
O -1.0791 2.4885 2.6196
O -3.0731 -2.0931 -0.9134
O 3.0883 -1.0320 -3.4068
N 0.7037 -2.6082 0.1222
N 4.4270 -0.3112 -1.6803
C -2.2519 0.0659 -0.0096
C -0.8700 -0.8099 3.1728
C -1.1349 2.6651 1.2090
C 2.0806 0.6477 -2.0168
C -0.0169 -0.4455 -1.0136
C -1.6141 -1.1698 2.1262
C -0.9131 0.6749 -0.4293
C 0.8895 -1.1682 0.0152
C -2.5738 -0.2462 1.4489
C -2.1995 -1.2469 -0.8148
C 0.7023 0.0281 -2.2701
C -0.2078 1.7277 0.4407
C 3.2000 -0.2945 -2.4510
H 4.6001 0.6342 -1.3474
H -2.6749 0.6457 2.0537
H 2.1987 1.5471 -2.6100
H 0.7705 -0.7653 1.0109
H -3.5551 -0.7213 1.4494
H 0.9105 -3.0545 -0.7571
H 0.5395 1.2766 1.0862
H -0.2905 2.0030 2.8551
H 4.2433 -0.8616 -0.8447
H -1.5228 -2.1938 1.7901
H -3.1109 0.5434 -0.4638
H -0.2265 -2.8371 0.4251
H -1.1799 0.0250 3.7830
H 2.2379 0.8753 -0.9715
H 1.9364 -1.0504 -0.2409
H -2.1748 2.5244 0.9313
H 0.0228 -1.3475 3.4458
H -0.8945 3.7051 1.0087
H 0.7615 -0.8262 -2.9338
H 0.1021 0.7606 -2.7938
H 0.3607 2.3534 -0.2424
H -1.1881 1.2587 -1.3056

Output
Structure (SMILES)   C=CC[C@@H]1C(=O)O[C@@](CN)(CCC(N)=O)[C@@H]1CCO
HOMO level   -0.352 hartree
Energy relative to the best compared isomer or geometry (same formula, charge and spin)   278.6 kJ/mol
2S+1   1
Orbital gap   9.89 eV

***

# 6
Below is a molecular structure, C36H53BaN7O2PS2, with properties calculated with the ωB97M-V functional and the def2-TZVPD basis.

Cartesian coordinates (Å):
Ba -0.7062 -2.3445 -1.2572
S -2.4857 -4.6510 0.0770
S 0.3759 -3.7120 -3.8552
P -0.3979 0.8138 1.1683
O 1.3315 -1.6359 -1.2029
O -1.2193 0.4599 -0.0544
N -0.0744 -1.0115 -4.3561
N -0.8912 -5.9739 -1.6143
N 0.2217 -4.4731 -0.3525
N -3.0237 -1.2907 -1.5493
N 0.2733 -3.7641 0.8477
N -1.0838 -1.1246 -3.4441
N 1.5498 -2.0749 -5.5400
C 3.5812 -2.1748 -1.8031
C 1.6339 -1.0022 -6.5114
C 1.3491 0.6963 0.7129
C -5.0603 -0.4917 -0.5787
C 3.1108 1.6036 2.3666
C 2.1908 0.3053 -5.9625
C -4.9530 0.6680 -1.3276
C -3.8718 0.8375 -2.1762
C 1.7862 1.7713 -0.3041
C 4.7798 -2.7874 -1.4708
C -4.0697 -1.4495 -0.7336
C 4.9149 -3.5140 -0.2846
C -1.2867 1.2851 -3.7271
C -0.6193 -0.4344 2.4527
C -2.2469 -0.9601 4.9500
C -2.8993 -0.1549 -2.2580
C -2.0642 -0.9832 2.4247
C -1.0474 2.4051 1.7621
C -0.9556 -5.0383 -0.6084
C -2.3082 -1.8247 3.6725
C 0.5841 -2.1553 -4.5749
C -0.5763 4.7008 2.7887
C -0.1758 -0.0014 3.8765
C -1.3907 0.3018 4.7534
C 2.4580 0.3777 1.7340
C 2.5894 -3.0497 0.2215
C 2.4619 -2.2718 -0.9529
C -2.0238 4.9732 2.3879
C 3.8083 -3.6339 0.5474
C -2.3106 4.4352 0.9675
C 1.3926 -3.1918 1.1058
C 2.4288 2.9930 0.3609
C -1.7111 -0.0337 -3.1609
C -1.3426 3.3177 0.5539
C 3.5787 2.5857 1.2893
C -0.3139 3.1890 2.8782
H 4.3580 2.1022 0.6871
H 3.2288 -0.1620 1.1701
H 2.4053 2.1084 3.0335
H 3.1806 0.1410 -5.5247
H 2.1089 -0.3215 2.4982
H -1.8343 -1.5503 5.7718
H -2.2488 5.2505 0.2413
H -0.6474 2.8331 3.8542
H -4.1023 -2.3903 -0.1900
H 3.4645 -1.6157 -2.7263
H 5.6272 -2.6939 -2.1422
H -2.2087 -1.5847 1.5280
H 1.5321 0.7004 -5.1859
H -3.7838 1.7342 -2.7757
H 1.4381 -2.7588 2.1069
H -1.9909 1.0851 4.2784
H -1.5488 -2.6132 3.7040
H 3.8818 -4.2145 1.4617
H -1.7454 -6.0672 -2.1370
H -2.6847 4.4884 3.1156
H 2.2827 1.0439 -6.7667
H -0.0461 -5.9244 -2.1687
H -3.2689 -2.3363 3.6006
H 4.0324 3.4679 1.7486
H 0.0965 5.1575 2.0539
H -1.0739 0.7013 5.7179
H 0.7585 3.0150 2.8382
H -3.2548 -0.6678 5.2552
H 0.4981 0.8583 3.8466
H -5.8887 -0.6633 0.0971
H 5.8537 -3.9899 -0.0263
H 0.3977 -0.8109 4.3388
H -1.7437 2.1216 -3.1918
H -0.3448 5.1658 3.7487
H 1.2074 -0.2234 0.1263
H -0.4066 3.7466 0.1816
H -2.0246 2.0746 2.1417
H -2.2419 6.0413 2.4403
H 1.9348 -2.9729 -5.7708
H 0.9402 2.0600 -0.9348
H 0.0250 -1.2501 2.1080
H -1.7630 2.7290 -0.2589
H 2.5151 1.3072 -0.9792
H 2.2914 -1.3653 -7.3022
H -1.5275 1.3599 -4.7938
H 3.9494 1.2908 2.9943
H -2.7997 -0.1704 2.3686
H -5.7122 1.4377 -1.2609
H 1.6808 3.5526 0.9382
H 2.7954 3.6733 -0.4119
H 0.6513 -0.8276 -6.9538
H -3.3342 4.0521 0.9177
H -0.2008 1.3642 -3.6501

Output
HOMO level   -0.163 hartree
Energy relative to the best compared isomer or geometry (same formula, charge and spin)   173.2 kJ/mol
2S+1   1
Total charge   -1
Orbital gap   6.63 eV

***

What is the 2S+1 in the second record? 1

***

Which formula does entry 2 have? C3H2FNOS